No. 1
The following is a DFT calculation (ωB97M-V/def2-TZVPD) of a structure of composition C8H11Br2N3O.

Last column: Mulliken charge in e.
Atoms and positions in Å:
C (-4.0935, -1.4362, -0.3994)  -0.281
C (-3.6102, -0.1280, -0.4792)  -0.485
C (-1.9573, -2.0584, 0.1299)  -0.133
C (-1.4642, -0.7743, 0.0522)  0.602
C (0.9973, -1.3271, 0.0229)  -0.907
C (3.7788, 1.5213, -0.3093)  -0.769
C (1.6782, 1.4503, 0.6827)  -1.206
C (0.0656, 1.0495, 0.1724)  0.111
N (-3.2383, -2.3851, -0.0568)  -0.601
N (-2.3006, 0.1765, -0.3237)  -0.323
N (-0.1199, -0.3512, 0.2779)  0.024
O (2.4887, 1.0426, -0.3774)  -0.192
Br (-1.0225, 1.9476, 1.5208)  -0.092
Br (-0.2908, 1.7916, -1.6134)  -0.072
H (-4.9759, -1.8320, -0.7671)  0.456
H (-4.1906, 0.6308, -0.8401)  0.463
H (-1.3892, -2.7827, 0.7334)  0.327
H (1.2941, -1.4596, -1.0124)  0.304
H (1.7942, -1.0676, 0.7289)  0.344
H (0.8283, -2.4471, 0.3311)  0.311
H (3.7466, 2.3398, 0.4380)  0.368
H (4.0776, 1.9805, -1.2263)  0.241
H (4.3974, 0.6622, -0.1476)  0.240
H (1.6410, 2.4730, 0.8838)  0.724
H (1.8651, 0.9836, 1.5787)  0.546

Force components x, y, z for each atom (eV/Å):
C 2.7 0.9 -0.1
C 2.1 -2.0 -0.1
C -0.1 -1.4 2.5
C 0.2 0.9 -0.9
C -0.4 -1.6 1.6
C 0.0 1.1 0.7
C -3.7 -1.3 -4.0
C 3.3 0.2 1.5
N 1.1 -0.4 0.1
N -1.9 -0.2 0.3
N -0.9 -1.8 -0.6
O -1.7 -0.1 -0.1
Br 0.1 0.4 0.2
Br 0.6 0.2 0.1
H -2.2 0.1 -0.2
H -1.6 2.1 -0.6
H 0.0 -0.1 -1.0
H 0.2 0.8 -0.2
H 0.1 0.1 -0.8
H -0.8 2.3 -0.2
H 1.1 -0.6 0.0
H 0.1 0.3 -0.9
H 1.0 -0.1 0.7
H 0.2 2.0 -0.2
H 0.4 -1.7 2.2

Output
electronic energy	-155074.0957	eV
relative energy (zero: lowest compared OMol25 entry of this formula, charge and spin)	0.0	kJ/mol

No. 2
The following is a DFT calculation (ωB97M-V/def2-TZVPD) of a cluster of 2 separate species, C2ClF3O in total.

Last column: Mulliken charge in e.
Atoms and positions in Å:
C (0.3726, -0.5210, -0.4781)  1.079
C (-0.2141, 0.6977, 0.0221)  -0.092
O (1.1312, 0.5706, -0.0091)  -0.272
F (0.4910, -0.8097, -1.7608)  -0.192
F (0.4010, -1.6247, 0.2370)  -0.148
F (-0.8886, 1.6791, -0.4987)  -0.102
Cl (-1.2931, 0.0081, 2.4876)  -0.271

Force components x, y, z for each atom (eV/Å):
C -0.9 -1.1 0.1
C -0.7 -0.7 0.9
O -0.2 0.8 0.2
F 0.1 0.3 0.2
F 0.2 0.4 -0.2
F 0.6 -0.4 0.6
Cl 0.8 0.6 -1.8

Output
electronic energy	-24792.1197	eV
relative energy (zero: lowest compared OMol25 entry of this formula, charge and spin)	346.7	kJ/mol